Record 1
The following is a DFT calculation (the ωB97M-V functional and the def2-TZVPD basis) of C14H42BaNO10 as an isolated structure in a non-equilibrium geometry.

CARTESIAN COORDINATES (ANGSTROEM)
Ba  0.37  0.03  -0.43
N  5.76  -2.61  1.95
O  5.90  -2.53  3.15
O  6.59  -3.20  1.34
O  4.80  -2.06  1.40
C  3.94  3.81  -5.36
C  4.22  2.65  -4.38
O  3.17  1.68  -4.43
H  4.82  4.45  -5.50
H  3.08  4.40  -5.05
H  3.61  3.36  -6.30
H  4.19  3.19  -3.43
H  5.21  2.25  -4.58
H  3.32  1.11  -5.18
C  -1.94  -6.24  2.71
C  -0.63  -5.68  2.16
O  -0.58  -4.36  2.23
H  -2.07  -7.32  2.65
H  -2.80  -5.73  2.28
H  -1.92  -6.12  3.80
H  -0.42  -6.06  1.16
H  0.13  -6.12  2.81
H  -0.32  -4.15  3.13
C  4.22  3.92  1.99
C  3.30  4.99  1.49
O  2.13  4.43  0.95
H  3.66  3.09  2.42
H  4.83  4.45  2.72
H  4.82  3.53  1.17
H  3.70  5.72  0.79
H  3.04  5.60  2.36
H  1.43  5.08  0.92
C  -4.98  3.63  -2.81
C  -3.52  4.00  -3.13
O  -2.83  2.72  -3.04
H  -5.59  4.53  -2.77
H  -5.14  3.11  -1.86
H  -5.59  3.11  -3.55
H  -3.19  4.70  -2.36
H  -3.41  4.49  -4.10
H  -3.11  2.22  -3.81
C  2.29  -5.45  -3.98
C  0.80  -5.18  -4.19
O  0.40  -3.87  -3.84
H  2.59  -6.38  -4.46
H  2.36  -5.64  -2.91
H  2.95  -4.62  -4.24
H  0.31  -5.99  -3.64
H  0.58  -5.41  -5.23
H  -0.26  -3.54  -4.45
C  0.07  3.14  6.21
C  -0.70  2.19  5.28
O  0.17  1.42  4.58
H  0.69  3.92  5.76
H  0.74  2.61  6.89
H  -0.72  3.70  6.72
H  -1.24  2.85  4.60
H  -1.52  1.66  5.75
H  0.48  0.75  5.19
C  -6.48  -2.08  1.74
C  -5.23  -1.15  1.55
O  -4.73  -1.30  0.22
H  -6.16  -3.02  1.30
H  -7.34  -1.59  1.27
H  -6.76  -2.25  2.78
H  -4.45  -1.41  2.26
H  -5.57  -0.14  1.73
H  -5.48  -1.34  -0.38

- total charge = +1
- 2S+1 = 1
- LUMO level (eV) = -6.05
- frontier orbital gap (eV) = 2.220

Record 2
The following is a DFT calculation (the ωB97M-V functional and the def2-TZVPD basis) of a 9-piece molecular cluster, C14H42N9O18P2 overall in a non-equilibrium geometry.

CARTESIAN COORDINATES (ANGSTROEM)
C  -1.57  -0.04  5.38
C  -2.15  0.73  4.11
P  -0.94  0.84  2.64
C  -0.45  -0.88  2.01
C  0.62  -0.79  0.79
P  -2.15  1.84  1.05
O  -3.04  0.39  0.61
C  -4.10  0.67  -0.36
C  -4.56  2.18  0.03
N  -5.41  2.11  1.26
O  -3.28  2.86  0.14
H  -1.27  -1.12  5.16
H  -0.71  0.50  5.92
H  -2.42  -0.11  6.16
H  -2.46  1.82  4.33
H  -3.11  0.20  3.74
H  0.05  -1.55  2.82
H  -1.35  -1.50  1.63
H  1.68  -0.63  1.19
H  0.56  -1.73  0.14
H  0.41  0.12  0.11
H  -1.17  1.72  0.00
H  -1.40  3.05  1.40
H  -2.98  2.22  2.17
H  -4.91  -0.14  -0.41
H  -3.78  0.80  -1.46
H  -5.29  2.68  -0.72
H  -4.97  1.52  2.00
H  -6.28  1.58  1.02
C  -5.49  -3.42  -1.25
N  -6.55  -2.78  -0.43
O  -7.15  -3.49  0.37
O  -6.75  -1.59  -0.62
H  -5.42  -4.47  -0.98
H  -5.77  -3.31  -2.30
H  -4.55  -2.90  -1.04
C  -2.73  4.39  7.58
N  -2.01  3.19  7.07
O  -1.35  3.33  6.04
O  -2.12  2.16  7.71
H  -2.54  5.23  6.91
H  -3.79  4.15  7.60
H  -2.35  4.60  8.58
C  1.93  2.56  -3.00
N  0.89  1.85  -2.21
O  1.08  1.74  -1.01
O  -0.07  1.42  -2.83
H  2.72  2.89  -2.33
H  2.31  1.87  -3.75
H  1.45  3.42  -3.48
C  3.72  -0.60  -5.82
N  4.24  0.42  -4.86
O  4.79  0.01  -3.85
O  4.08  1.60  -5.16
H  3.94  -1.59  -5.42
H  2.65  -0.44  -5.91
H  4.23  -0.44  -6.77
C  6.37  -3.16  -8.76
N  5.30  -2.54  -7.93
O  4.71  -3.26  -7.13
O  5.09  -1.35  -8.10
H  6.44  -4.22  -8.50
H  6.09  -3.04  -9.80
H  7.30  -2.64  -8.53
C  6.61  -7.73  -9.93
N  7.48  -6.54  -10.15
O  8.69  -6.71  -10.15
O  6.91  -5.47  -10.31
H  7.24  -8.60  -9.79
H  6.02  -7.54  -9.03
H  5.98  -7.84  -10.80
C  -0.76  8.98  6.66
N  -1.66  8.05  7.37
O  -2.86  8.13  7.13
O  -1.14  7.26  8.15
H  -1.35  9.62  6.00
H  -0.24  9.58  7.41
H  -0.05  8.39  6.08
C  0.38  -3.56  5.70
N  1.10  -4.75  5.19
O  1.75  -4.61  4.16
O  0.99  -5.79  5.83
H  0.57  -2.71  5.04
H  -0.68  -3.80  5.73
H  0.76  -3.35  6.70

- total charge = -1
- 2S+1 = 1
- LUMO level (eV) = 0.39
- frontier orbital gap (eV) = 3.203

Record 3
The following is a DFT calculation (the ωB97M-V functional and the def2-TZVPD basis) of a 8-piece molecular cluster, C14H42NO17 overall in a non-equilibrium geometry.

CARTESIAN COORDINATES (ANGSTROEM)
N  1.31  0.74  -0.19
O  1.14  1.42  -1.16
O  0.56  -0.19  0.04
O  2.18  1.03  0.65
C  -0.45  -1.77  -4.37
C  -0.11  -0.71  -3.36
O  0.87  0.25  -3.80
O  -0.97  -1.21  -5.59
H  -1.24  -2.37  -3.93
H  0.47  -2.35  -4.42
H  0.18  -1.28  -2.48
H  -1.07  -0.25  -3.14
H  1.24  0.62  -2.99
H  -1.72  -0.72  -5.26
C  -3.92  -1.73  1.32
C  -2.55  -0.94  1.28
O  -1.94  -1.20  0.00
O  -4.86  -1.22  0.45
H  -4.40  -1.63  2.30
H  -3.76  -2.81  1.23
H  -1.93  -1.36  2.07
H  -2.71  0.11  1.53
H  -1.08  -0.77  -0.06
H  -5.27  -0.47  0.88
C  2.31  1.69  5.64
C  2.25  1.37  4.14
O  3.09  2.19  3.41
O  1.72  2.91  5.95
H  3.37  1.72  5.92
H  1.72  0.94  6.17
H  1.23  1.51  3.76
H  2.66  0.39  3.93
H  2.90  2.00  2.49
H  2.17  3.58  5.44
C  1.75  4.73  -3.24
C  2.93  3.79  -3.29
O  3.19  3.35  -1.92
O  0.54  3.93  -3.09
H  1.68  5.31  -4.16
H  1.86  5.47  -2.45
H  3.82  4.30  -3.68
H  2.84  2.91  -3.92
H  2.65  2.63  -1.60
H  0.79  3.16  -2.56
C  2.81  -2.33  2.61
C  1.33  -2.34  2.89
O  0.67  -1.11  2.80
O  3.07  -1.85  1.29
H  3.18  -3.35  2.74
H  3.43  -1.70  3.25
H  1.24  -2.78  3.88
H  0.78  -2.99  2.21
H  0.81  -0.77  1.91
H  2.68  -0.99  1.13
C  -2.94  2.80  -0.51
C  -1.96  2.08  -1.37
O  -2.46  1.77  -2.68
O  -3.29  4.01  -1.19
H  -2.42  2.95  0.44
H  -3.85  2.27  -0.22
H  -1.72  1.12  -0.92
H  -1.05  2.67  -1.47
H  -3.11  1.07  -2.65
H  -3.74  4.48  -0.48
C  -0.60  -5.17  0.32
C  -0.38  -3.93  -0.64
O  -1.58  -3.68  -1.46
O  -1.62  -4.89  1.22
H  0.34  -5.37  0.84
H  -0.88  -6.01  -0.32
H  0.54  -4.16  -1.16
H  -0.26  -3.06  0.01
H  -2.06  -2.98  -1.02
H  -2.41  -4.79  0.67

- total charge = -1
- 2S+1 = 1
- LUMO level (eV) = 2.32
- frontier orbital gap (eV) = 9.538

Record 4
The following is a DFT calculation (the ωB97M-V functional and the def2-TZVPD basis) of a 7-piece molecular cluster, C14H42O7 overall in a non-equilibrium geometry.

CARTESIAN COORDINATES (ANGSTROEM)
C  6.25  2.93  -2.84
C  7.22  3.09  -4.04
O  8.50  3.34  -3.48
H  5.99  3.91  -2.44
H  6.60  2.19  -2.11
H  5.33  2.50  -3.25
H  7.01  3.84  -4.80
H  7.16  2.13  -4.56
H  8.91  2.48  -3.40
C  -0.91  -7.56  -5.50
C  -0.55  -8.69  -6.47
O  0.65  -8.34  -7.19
H  -0.09  -7.48  -4.78
H  -1.82  -7.78  -4.96
H  -1.00  -6.62  -6.05
H  -1.33  -8.97  -7.18
H  -0.40  -9.58  -5.86
H  1.38  -8.94  -7.03
C  -1.28  -0.59  -1.25
C  -1.36  0.05  0.16
O  -1.63  1.43  0.17
H  -0.95  -1.61  -1.05
H  -0.66  0.00  -1.93
H  -2.27  -0.60  -1.70
H  -0.40  -0.12  0.65
H  -2.00  -0.51  0.84
H  -2.16  1.57  0.96
C  -4.24  6.40  3.49
C  -5.36  5.36  3.87
O  -4.87  4.04  3.91
H  -3.28  6.14  3.96
H  -4.59  7.42  3.64
H  -4.06  6.20  2.44
H  -6.20  5.44  3.18
H  -5.67  5.56  4.90
H  -5.43  3.43  3.44
C  3.15  2.63  5.87
C  4.39  2.45  6.69
O  4.50  1.17  7.19
H  2.99  3.69  5.69
H  2.24  2.21  6.28
H  3.40  2.19  4.91
H  4.61  3.18  7.47
H  5.20  2.51  5.96
H  3.98  1.09  8.00
C  -6.38  2.50  -3.98
C  -5.71  2.89  -5.26
O  -4.25  2.91  -5.18
H  -6.46  1.42  -3.84
H  -7.38  2.92  -3.88
H  -5.81  2.87  -3.13
H  -5.90  3.95  -5.43
H  -5.96  2.20  -6.06
H  -3.96  3.13  -4.29
C  1.95  -4.86  3.70
C  1.34  -5.27  4.96
O  0.95  -6.66  4.92
H  2.34  -3.86  3.83
H  1.31  -4.80  2.81
H  2.75  -5.59  3.56
H  0.53  -4.60  5.25
H  2.08  -5.17  5.75
H  1.59  -7.21  4.47

- total charge = 0
- 2S+1 = 1
- LUMO level (eV) = 0.37
- frontier orbital gap (eV) = 10.524

> Among the records above, which one has the highest total charge?

C14H42BaNO10

> What is the formula in the second record?

C14H42N9O18P2